Record 1
C4H7N2P as an isolated structure at a distorted geometry, computed with ωB97M-V with the def2-TZVPD basis set.

Structure (XYZ):
```
14
Properties=species:S:1:pos:R:3:forces:R:3
C 0.357030 -0.497832 1.487947 -4.63 -3.10 -1.41
C 0.808764 0.694645 1.191490 -0.16 0.74 -1.21
C -1.290737 -0.948727 0.583814 5.44 2.09 0.16
C 0.408288 1.438356 0.112976 -1.80 4.27 -3.14
N -1.525435 -0.434050 -0.592810 0.87 0.40 1.69
N 0.822355 -0.493136 -1.495184 -0.48 0.80 1.48
P -0.298853 0.803357 -1.336619 0.14 -0.47 1.17
H 0.847633 -1.131472 2.214571 -0.86 -0.49 -0.10
H 1.643823 1.020061 1.705888 1.49 0.82 1.64
H -2.019477 -1.559685 0.998445 -1.21 -0.97 1.18
H 0.339663 2.609565 -0.031598 0.72 -2.33 1.16
H -2.473025 -0.391443 -0.922055 -0.57 -0.44 -0.14
H 1.668723 -0.037198 -1.672507 1.86 0.77 0.06
H 0.711247 -1.072440 -2.244356 -0.83 -2.08 -2.53
```
Positions in Å, forces in eV/Å.

Summary:
- E_tot (eV) = -16525.9944
- LUMO energy (alpha / beta) (eV) = 0.38 / 0.38
- HOMO-LUMO gap (alpha / beta) (eV) = 7.216 / 7.216
- E_HOMO (alpha / beta) (eV) = -6.84 / -6.84
- energy relative to the best compared isomer or geometry (same formula, charge and spin) (kJ/mol) = 368.1

Löwdin population analysis, charges in e, atoms 1 to 5: -0.008 -0.347 0.009 -0.432 -0.134

=====

Record 2
One molecule with the formula C3H5FO2 at a distorted geometry, computed with ωB97M-V with the def2-TZVPD basis set.

Structure (XYZ):
```
11
Properties=species:S:1:pos:R:3:forces:R:3
O -2.206175 -0.314492 -0.894780 -1.13 0.40 -0.97
C -1.531260 -0.277988 0.067580 2.05 -1.46 1.25
C -0.274545 0.526632 0.281767 -0.42 3.07 1.02
F -0.168284 1.593613 -0.665754 -0.26 -0.81 0.86
C 0.990164 -0.232870 0.226082 1.02 -0.76 -0.31
O 1.298496 -0.601665 -1.094207 -0.16 0.09 -0.18
H -1.566892 -1.048794 0.900067 -0.60 0.43 -0.30
H -0.288066 0.976815 1.339364 -0.40 -0.33 -1.41
H 1.838355 0.334896 0.659064 -0.57 -0.14 0.03
H 0.825612 -1.142159 0.791825 0.30 -0.30 0.31
H 1.082593 0.186016 -1.611007 0.18 -0.18 -0.31
```
Positions in Å, forces in eV/Å.

Summary:
- E_tot (eV) = -10003.3323
- LUMO energy (eV) = 0.64
- HOMO-LUMO gap (eV) = 11.092
- SMILES = O=C[C@H](F)CO
- E_HOMO (eV) = -10.45
- energy relative to the best compared isomer or geometry (same formula, charge and spin) (kJ/mol) = 109.1

Löwdin population analysis, charges in e, atoms 1 to 5: 0.127 -0.232 -0.274 -0.024 -0.239

=====

Record 3
C46H48As2FN4O4W as an isolated structure at a distorted geometry, computed with ωB97M-V with the def2-TZVPD basis set.

Structure (XYZ):
```
106
Properties=species:S:1:pos:R:3:forces:R:3
W 1.154321 -0.503551 -0.180293 5.36 -1.86 -2.64
F -2.628333 4.894047 0.552983 -0.10 -0.39 0.33
C -2.660901 3.752990 1.286818 0.74 -0.19 -0.77
C -1.914968 2.679298 0.864010 -0.32 0.46 0.22
C -1.934498 1.488638 1.602993 -0.49 0.22 0.16
C -1.086677 0.407899 1.286698 1.14 -1.44 -1.77
O -0.418911 0.343708 0.109864 -6.42 4.13 3.78
C -0.960081 -0.677947 2.211102 -0.49 1.30 -0.01
C -1.905022 -0.788394 3.212383 -0.13 1.04 -0.44
N -2.853189 0.169450 3.402385 0.97 -0.65 -0.32
C -3.932060 -0.114391 4.307524 -0.48 -0.14 0.77
C -5.340076 0.057818 3.818870 -0.01 -0.07 -0.08
C -4.779959 -1.315556 4.003196 -0.05 -0.02 0.02
C -2.789775 1.384317 2.733520 0.60 -0.24 -0.77
C -3.513565 2.493052 3.139596 -0.30 0.75 -0.20
C -3.441032 3.711748 2.447023 -0.22 -0.43 0.80
N -4.108121 4.847369 2.887567 0.17 -0.33 -0.22
C -3.483036 6.142104 2.949458 0.08 0.34 -0.25
C -4.328911 7.157214 2.179183 0.97 -0.09 -0.17
N -5.689080 7.180293 2.782478 -0.25 0.45 0.12
C -6.311066 5.827972 2.775842 -0.31 -0.87 0.17
C -5.401289 4.832021 3.510567 -0.27 0.05 -0.02
C 0.144882 -1.612131 2.058292 0.89 -3.64 0.14
O 0.125098 -2.825240 2.247650 -0.42 2.35 0.63
O 1.286574 -1.064204 1.542989 -0.33 -0.18 3.47
H -1.310452 2.744355 -0.028027 0.00 0.08 -0.05
H -1.894241 -1.627088 3.889811 -0.24 -0.18 0.04
H -3.712078 0.110062 5.345444 0.01 0.03 -0.05
H -5.490047 0.410611 2.810244 0.05 -0.02 -0.13
H -6.076767 0.406332 4.524635 -0.01 0.05 0.12
H -4.538508 -1.882695 3.117243 0.02 0.01 -0.12
H -5.137749 -1.914649 4.823621 0.04 -0.01 0.16
H -4.120672 2.440231 4.025226 -0.07 -0.03 0.19
H -2.480345 6.109803 2.531267 -0.06 0.10 0.01
H -3.389328 6.458600 3.998965 0.03 -0.01 -0.03
H -4.412799 6.845987 1.135774 -0.15 0.08 0.12
H -3.883748 8.152430 2.220885 -0.22 0.00 0.08
H -6.288707 7.847222 2.283372 0.07 -0.08 0.12
H -5.615719 7.515073 3.752555 -0.09 0.02 -0.18
H -6.425319 5.517691 1.735253 0.01 0.15 0.07
H -7.295121 5.874378 3.244744 0.08 0.17 -0.03
H -5.844757 3.840841 3.436126 -0.10 0.06 0.01
H -5.337613 5.098685 4.575259 -0.03 -0.05 -0.01
C 2.580012 -3.661866 -0.214703 -0.40 0.14 -0.04
C 3.587021 -2.526870 -0.039704 -0.37 0.34 0.15
As 3.191022 -1.177201 -1.485824 4.26 -1.36 -0.37
C 4.729581 0.071066 -1.305507 -0.62 0.18 -0.19
C 5.607720 0.108813 -0.226497 -0.34 -0.28 0.00
C 6.604583 1.071414 -0.183447 0.04 -0.02 0.00
C 6.736546 1.994962 -1.207685 0.03 0.00 -0.02
C 5.883237 1.947814 -2.300877 -0.06 -0.02 0.01
C 4.880390 0.992756 -2.346938 -0.39 -0.29 0.09
C 3.965895 -2.050746 -3.134819 -0.86 0.35 -0.03
C 3.230524 -2.034896 -4.320793 -0.11 0.12 0.48
C 3.808041 -2.479208 -5.500380 0.02 0.03 0.03
C 5.121289 -2.915067 -5.509477 -0.02 0.03 -0.01
C 5.864925 -2.912274 -4.337680 -0.09 0.00 0.07
C 5.295397 -2.482839 -3.149805 -0.31 0.19 0.65
As 0.650527 -2.984936 -0.453207 0.86 -4.14 -2.01
C -0.113806 -4.849361 -0.144949 -0.46 0.73 0.38
C 0.612229 -6.014883 -0.413378 0.21 0.58 -0.06
C 0.076002 -7.256265 -0.104602 -0.06 0.07 -0.05
C -1.181758 -7.354072 0.465252 -0.03 0.11 0.05
C -1.913616 -6.205358 0.718791 -0.01 0.06 -0.06
C -1.388003 -4.960014 0.411513 0.24 0.34 -0.05
C 0.381267 -2.844592 -2.416538 -0.57 0.30 0.20
C -0.222263 -1.639849 -2.822175 -0.16 -0.10 0.77
C -0.582821 -1.437030 -4.143702 0.05 0.08 -0.09
C -0.370668 -2.441583 -5.078520 -0.01 0.08 0.14
C 0.174053 -3.654013 -4.682538 0.01 -0.01 0.09
C 0.544301 -3.858888 -3.362676 0.17 0.15 0.55
H 2.555750 -4.311991 0.674568 -0.06 0.22 -0.35
H 2.871357 -4.266937 -1.089038 -0.32 0.19 0.27
H 4.610892 -2.922492 -0.070051 -0.15 0.34 -0.21
H 3.447961 -2.021250 0.939172 0.18 -0.27 -0.54
H 5.528442 -0.609035 0.584396 -0.03 0.06 -0.04
H 7.284183 1.090029 0.654202 0.09 0.02 0.08
H 7.514609 2.741724 -1.158984 0.07 0.04 -0.03
H 6.006101 2.645530 -3.115163 0.00 0.07 -0.08
H 4.199680 0.926441 -3.198633 0.26 0.13 0.05
H 2.210671 -1.664936 -4.321575 0.04 -0.06 -0.03
H 3.233517 -2.467890 -6.413162 -0.07 0.00 -0.11
H 5.572573 -3.239990 -6.434982 0.05 -0.05 -0.04
H 6.895125 -3.231816 -4.356340 0.09 -0.05 0.06
H 5.879239 -2.460631 -2.231409 0.01 -0.02 -0.20
H 1.602455 -5.974647 -0.849268 -0.05 -0.01 0.04
H 0.648948 -8.149603 -0.303054 0.06 -0.03 -0.05
H -1.586646 -8.319493 0.723018 -0.04 -0.11 0.00
H -2.891521 -6.273534 1.168382 -0.12 -0.03 0.03
H -1.956690 -4.058736 0.629111 0.01 -0.16 0.00
H -0.524219 -0.870783 -2.064235 0.22 -0.71 -0.76
H -1.055232 -0.512722 -4.443365 -0.05 0.07 -0.03
H -0.661728 -2.286046 -6.105293 -0.04 -0.01 -0.11
H 0.293142 -4.448885 -5.400976 0.05 -0.11 -0.09
H 0.939308 -4.814773 -3.041434 0.04 -0.04 -0.13
N 1.138510 2.925552 -2.500212 0.22 -1.59 1.40
C 1.359079 2.036834 -1.505616 0.37 -0.82 -1.55
O 1.173337 0.751173 -1.711440 -0.26 4.72 -1.09
C 1.966317 2.463534 -0.192551 -0.15 -0.29 -0.01
C 2.305190 1.209946 0.664792 -0.52 0.64 0.63
H 0.876385 2.606167 -3.419161 -0.10 -0.08 -0.06
H 1.429717 3.882051 -2.392249 0.03 0.08 0.06
H 1.266158 3.140002 0.319781 0.08 -0.10 -0.16
H 2.862928 3.060285 -0.409849 -0.19 -0.06 -0.10
H 1.877623 1.368247 1.678914 0.19 -0.06 -0.46
H 3.398856 1.197258 0.827476 -0.55 -0.49 -0.30
```
Positions in Å, forces in eV/Å.

Summary:
- E_tot (eV) = -188825.7707
- charge = +3
- LUMO energy (alpha / beta) (eV) = -8.13 / -8.22
- HOMO-LUMO gap (alpha / beta) (eV) = 5.496 / 5.720
- E_HOMO (alpha / beta) (eV) = -13.63 / -13.94
- energy relative to the best compared isomer or geometry (same formula, charge and spin) (kJ/mol) = 463.5

Löwdin population analysis, charges in e, atoms 1 to 5: 1.276 0.083 -0.168 0.104 -0.054

=====

Record 4
C6H15AlN2O5 as an isolated structure at a distorted geometry, computed with ωB97M-V with the def2-TZVPD basis set.

Structure (XYZ):
```
29
Properties=species:S:1:pos:R:3:forces:R:3
Al -1.891460 -0.798393 -0.622212 1.03 0.57 0.19
N -2.945881 -0.839209 3.371472 -0.21 -0.83 -0.23
O -3.657751 -1.751133 3.810692 0.53 0.87 -0.21
O -2.819916 0.192304 3.999281 -0.33 0.36 0.78
O -2.342188 -0.947827 2.317952 -0.07 -0.34 -0.35
C 0.261572 -2.630205 2.372581 -0.06 0.14 -1.07
O 0.386662 -1.658132 1.280430 -1.11 -1.47 0.31
C 1.638085 -1.024546 1.218835 -0.34 0.86 -0.07
C 1.627973 -0.022451 0.038132 0.66 -0.66 0.69
N 0.504021 0.890433 0.137121 -0.91 0.13 -0.65
C 0.558911 2.063498 -0.778281 0.57 -0.35 0.44
C 0.500861 1.784799 -2.252790 -1.07 -0.30 -0.80
O -0.662368 0.990610 -2.643161 0.60 0.53 1.02
C -0.945916 1.018496 -4.037352 0.04 -0.50 0.05
H 1.019616 -3.401035 2.233718 0.38 0.26 0.47
H -0.672033 -3.189529 2.312314 -0.23 0.42 -0.55
H 0.229057 -2.151174 3.351129 0.61 0.14 -0.02
H 2.488592 -1.698120 1.113857 -0.08 -0.33 -0.15
H 1.749839 -0.525522 2.181435 0.40 0.48 0.08
H 1.673905 -0.587309 -0.892962 -0.27 0.14 -0.15
H 2.541892 0.564286 0.130817 0.47 -0.12 -0.22
H 0.651586 1.274761 1.059417 -0.71 0.20 0.37
H 1.522969 2.557366 -0.656688 0.33 0.20 0.07
H -0.169408 2.813615 -0.470101 -0.32 -0.35 -0.02
H 1.417802 1.333999 -2.632385 0.01 -0.41 0.07
H 0.436492 2.754021 -2.747333 -0.08 0.15 -0.08
H -0.085352 0.653598 -4.598060 0.02 -0.06 -0.13
H -1.231430 1.995676 -4.426816 0.06 0.22 0.31
H -1.786131 0.337123 -4.171041 0.08 0.03 -0.17
```
Positions in Å, forces in eV/Å.

Summary:
- ⟨S²⟩ = 0.757
- E_tot (eV) = -26266.3068
- charge = +1
- LUMO energy (alpha / beta) (eV) = -3.93 / -7.53
- HOMO-LUMO gap (alpha / beta) (eV) = 9.069 / 5.467
- spin multiplicity = 2
- E_HOMO (alpha / beta) (eV) = -13.00 / -12.99
- energy relative to the best compared isomer or geometry (same formula, charge and spin) (kJ/mol) = 0.0

Löwdin population analysis, charges in e, atoms 1 to 5: 1.049 -0.571 0.237 0.252 0.025

=====

Record 5
C14H24AuN3O3 as an isolated structure at a distorted geometry, computed with ωB97M-V with the def2-TZVPD basis set.

Structure (XYZ):
```
45
Properties=species:S:1:pos:R:3:forces:R:3
Au -0.608059 -0.561966 -0.029394 1.31 0.73 -0.77
C 4.386487 -2.485201 0.828302 0.72 1.55 1.14
N 3.110637 -2.718902 0.221983 -1.35 -0.93 -0.55
C 2.742866 -4.065722 -0.223823 0.02 -0.01 -2.02
C 2.246183 -1.766018 -0.081824 1.94 1.69 -0.35
O 1.226017 -1.975229 -0.749910 -2.21 0.33 0.25
C 2.657528 -0.275528 0.202631 0.33 -1.14 0.36
O 1.546596 0.526436 -0.204864 -0.17 -0.82 0.86
C 1.465148 1.849148 0.326047 0.53 1.09 -1.68
C 0.512844 2.563408 -0.677545 -0.98 1.23 -0.31
O 0.066276 1.977151 -1.676002 0.52 -0.13 1.32
N 0.201701 3.876025 -0.421686 -0.08 -1.23 -0.38
C -0.607998 4.622645 -1.379720 -1.32 -0.27 -0.59
C 0.304176 4.529528 0.873920 0.51 0.35 0.50
H 4.218845 -2.038059 1.835383 0.31 -0.65 -0.36
H 4.887862 -1.670203 0.277188 0.30 -0.69 0.03
H 5.018118 -3.388648 0.911236 -0.58 0.55 -0.24
H 2.513263 -4.744364 0.577079 0.05 -0.15 0.45
H 3.538500 -4.469889 -0.884734 -0.19 0.16 0.73
H 1.879476 -3.950214 -0.914749 0.51 -0.32 0.79
H 3.632042 -0.037550 -0.340849 -1.43 -0.04 0.48
H 2.825786 -0.214911 1.290370 0.07 0.35 -0.27
H 2.449594 2.371411 0.288253 -0.48 -0.50 -0.14
H 1.134620 1.923189 1.346332 -0.36 -0.38 0.55
H -1.503729 5.032273 -0.859281 0.55 -0.32 -0.34
H -0.963628 4.002776 -2.229221 0.44 0.20 0.74
H -0.075723 5.462007 -1.806572 0.36 0.18 0.07
H -0.414412 5.370002 0.843651 0.57 -0.45 0.31
H 1.318201 4.933080 1.068535 -0.53 -0.14 -0.10
H 0.023098 3.859080 1.702804 0.07 0.22 -0.28
C -2.060060 -3.337405 0.922063 -0.72 0.99 1.14
C -2.951774 -2.261638 0.350506 0.85 1.35 1.43
C -4.290456 -2.299156 0.012969 -1.85 -1.43 -2.01
C -4.708009 -1.021222 -0.427960 -1.09 -1.14 -0.66
C -3.627310 -0.154943 -0.284164 0.90 0.14 -0.07
C -3.480843 1.275544 -0.706605 1.42 0.06 0.90
N -2.566600 -0.905672 0.277404 0.93 -0.19 -0.38
H -1.147976 -2.905442 1.341212 -0.09 0.10 -0.12
H -1.762743 -4.056408 0.195544 0.01 -0.69 -0.73
H -2.567232 -3.862198 1.778797 0.21 0.43 -0.96
H -4.776425 -3.296439 -0.186160 0.06 1.46 0.63
H -5.635946 -0.755056 -0.989829 0.77 -0.34 1.01
H -2.520411 1.356717 -1.263271 -0.36 0.12 0.30
H -3.393533 1.956288 0.184932 0.08 -0.75 -0.52
H -4.243000 1.731272 -1.318979 -0.56 -0.57 -0.18
```
Positions in Å, forces in eV/Å.

Summary:
- ⟨S²⟩ = 2.009
- E_tot (eV) = -29192.8158
- charge = +2
- LUMO energy (alpha / beta) (eV) = -6.32 / -10.98
- HOMO-LUMO gap (alpha / beta) (eV) = 8.614 / 3.821
- spin multiplicity = 3
- E_HOMO (alpha / beta) (eV) = -14.93 / -14.80
- energy relative to the best compared isomer or geometry (same formula, charge and spin) (kJ/mol) = 10.5

Löwdin population analysis, charges in e, atoms 1 to 5: 1.194 -0.015 -0.125 0.008 -0.414